Entry 1:
Formula: C4H12N2O
Source: the Open Molecules 2025 dataset
Level of theory: wB97M-V/def2-TZVPD

Positions of all 19 atoms, in Å:
N (-0.03, 0.37, 2.74)
C (0.61, 0.60, 1.44)
C (-0.09, -0.12, 0.26)
N (0.38, -1.49, 0.27)
C (0.20, 0.72, -0.97)
C (-0.75, 0.47, -2.16)
O (-0.55, -0.80, -2.78)
H (0.66, 0.47, 3.47)
H (-0.26, -0.57, 2.82)
H (0.80, 1.65, 1.27)
H (1.64, 0.19, 1.44)
H (-1.14, -0.04, 0.59)
H (0.08, -2.07, -0.50)
H (-0.02, -1.96, 1.07)
H (1.20, 0.59, -1.30)
H (0.09, 1.79, -0.79)
H (-1.78, 0.50, -1.79)
H (-0.65, 1.18, -2.97)
H (-0.40, -1.48, -2.11)

## Properties
Energy relative to the best compared isomer or geometry (same formula, charge and spin) = 1.768 eV
LUMO level = 0.03290 Eh
SMILES = NC[C@H](N)CCO
Kohn-Sham gap = 0.3816 Eh
Highest occupied orbital energy = -9.5 eV

Mulliken atomic charge list, values in e, 4 entries: -0.69 -0.68 0.41 -0.65

=====

Entry 2:
Formula: C4H12N2O
Source: the Open Molecules 2025 dataset
Level of theory: wB97M-V/def2-TZVPD

Positions of all 19 atoms, in Å:
N (0.56, 1.80, -0.31)
C (0.41, 2.18, 1.13)
O (-0.78, 1.73, 1.64)
H (-0.37, 1.74, -0.70)
H (1.07, 2.52, -0.80)
H (1.26, 1.76, 1.68)
H (0.44, 3.28, 1.20)
C (-1.01, -0.86, 1.34)
C (-0.13, -1.14, 0.28)
C (-0.45, -1.61, -0.95)
N (0.59, -1.74, -2.01)
H (-2.08, -1.02, 1.24)
H (-0.59, -1.15, 2.30)
H (-0.95, 0.61, 1.44)
H (0.90, -0.79, 0.41)
H (-1.43, -2.01, -1.19)
H (1.20, -0.92, -1.98)
H (1.17, -2.55, -1.80)
H (0.18, -1.84, -2.93)

## Properties
Energy relative to the best compared isomer or geometry (same formula, charge and spin) = 4.999 eV
LUMO level = -0.00880 Eh
Kohn-Sham gap = 0.2228 Eh
Highest occupied orbital energy = -6.3 eV

Mulliken atomic charge list, values in e, 4 entries: -0.52 -0.31 -0.71 0.19

=====

Entry 3:
Formula: C4H12N2O
Source: the Open Molecules 2025 dataset
Level of theory: wB97M-V/def2-TZVPD

Positions of all 19 atoms, in Å:
C (1.73, 0.36, 0.02)
C (0.28, 0.14, -0.02)
C (-0.52, 1.41, -0.19)
C (-0.13, -1.00, -0.93)
O (-0.32, -0.66, -2.30)
N (-0.17, -0.38, 1.56)
N (-1.43, -0.89, 1.71)
H (2.38, -0.43, 0.37)
H (2.14, 0.79, -0.82)
H (1.89, 1.15, 0.90)
H (-1.64, 1.13, 0.04)
H (-0.45, 1.78, -1.15)
H (-0.29, 2.36, 0.49)
H (0.49, -1.90, -0.80)
H (-1.09, -1.34, -0.67)
H (0.63, -0.72, -2.75)
H (0.09, 0.52, 2.13)
H (-2.25, -0.48, 1.23)
H (-1.32, -1.85, 1.16)

## Properties
Energy relative to the best compared isomer or geometry (same formula, charge and spin) = 4.088 eV
LUMO level = 0.02290 Eh
SMILES = CC(C)(CO)NN
Kohn-Sham gap = 0.3349 Eh
Highest occupied orbital energy = -8.5 eV

Mulliken atomic charge list, values in e, 4 entries: -1.68 1.58 -1.29 -1.28

=====

Entry 4:
Formula: C4H12N2O
Source: the Open Molecules 2025 dataset
Level of theory: wB97M-V/def2-TZVPD

Positions of all 19 atoms, in Å:
C (-0.40, -1.22, 2.10)
N (0.17, 2.00, 0.52)
C (-0.43, 0.82, 0.87)
N (0.00, 0.17, 1.94)
H (0.18, -1.88, 1.47)
H (-1.46, -1.28, 1.87)
H (-0.27, -1.52, 3.14)
H (1.17, 1.87, 0.41)
H (-0.22, 2.36, -0.34)
H (-1.46, 0.71, 0.57)
H (0.98, 0.36, 2.14)
C (-0.22, -0.89, -1.81)
O (-0.15, -0.28, -0.57)
C (0.89, -0.39, -2.73)
H (-1.20, -0.70, -2.27)
H (-0.15, -1.99, -1.72)
H (0.85, -0.84, -3.72)
H (1.85, -0.63, -2.27)
H (0.85, 0.69, -2.80)

## Properties
Energy relative to the best compared isomer or geometry (same formula, charge and spin) = 2.930 eV
LUMO level = 0.03632 Eh
Kohn-Sham gap = 0.3270 Eh
Highest occupied orbital energy = -7.9 eV

Mulliken atomic charge list, values in e, 4 entries: -0.73 -0.63 0.04 -0.23

=====

Entry 5:
Formula: C4H12N2O
Source: the Open Molecules 2025 dataset
Level of theory: wB97M-V/def2-TZVPD

Positions of all 19 atoms, in Å:
C (-0.83, 1.69, -0.21)
C (0.22, 0.79, 0.42)
O (1.52, 1.76, 0.50)
C (0.68, -0.37, -0.39)
N (1.90, -0.99, 0.06)
C (-0.63, -1.50, -0.14)
N (-2.00, -1.19, 0.17)
H (-0.62, 2.73, 0.06)
H (-1.84, 1.46, 0.13)
H (-0.80, 1.65, -1.30)
H (0.03, 0.58, 1.47)
H (2.18, 1.28, 1.02)
H (0.73, -0.15, -1.46)
H (2.69, -0.35, 0.10)
H (2.16, -1.78, -0.52)
H (-0.61, -2.04, -1.09)
H (-0.26, -2.20, 0.61)
H (-2.09, -0.76, 1.09)
H (-2.44, -0.60, -0.53)

## Properties
Energy relative to the best compared isomer or geometry (same formula, charge and spin) = 2.161 eV
LUMO level = 0.03806 Eh
SMILES = C[C@H](O)[C@@H](N)CN
Kohn-Sham gap = 0.3611 Eh
Highest occupied orbital energy = -8.8 eV

Mulliken atomic charge list, values in e, 4 entries: -1.32 0.10 -0.62 0.50

=====

Entry 6:
Formula: C4H12N2O
Source: the Open Molecules 2025 dataset
Level of theory: wB97M-V/def2-TZVPD

Positions of all 19 atoms, in Å:
C (1.56, 1.08, 0.25)
N (0.76, -0.10, 0.02)
N (1.44, -1.34, -0.01)
C (-0.75, -0.06, 0.15)
C (-1.33, -1.30, -0.52)
C (-1.33, 1.23, -0.42)
O (-0.87, -0.08, 1.54)
H (1.94, 1.09, 1.28)
H (2.38, 1.10, -0.47)
H (1.03, 2.02, 0.12)
H (2.10, -1.33, -0.78)
H (1.98, -1.43, 0.85)
H (-2.39, -1.36, -0.27)
H (-1.21, -1.24, -1.60)
H (-0.84, -2.20, -0.16)
H (-1.05, 2.08, 0.20)
H (-2.42, 1.14, -0.39)
H (-0.99, 1.39, -1.44)
H (0.00, -0.70, 1.64)

## Properties
Energy relative to the best compared isomer or geometry (same formula, charge and spin) = 2.807 eV
LUMO level = 0.03041 Eh
SMILES = CN(N)C(C)(C)O
Kohn-Sham gap = 0.3353 Eh
Highest occupied orbital energy = -8.3 eV

Mulliken atomic charge list, values in e, 4 entries: -1.09 0.08 -0.64 1.44

=====

Entry 7:
Formula: C4H12N2O
Source: the Open Molecules 2025 dataset
Level of theory: wB97M-V/def2-TZVPD

Positions of all 19 atoms, in Å:
N (0.92, -0.11, 1.36)
C (-0.27, 0.48, 0.75)
C (-1.61, 0.09, 1.39)
O (-1.72, 0.58, 2.69)
C (-0.34, 0.33, -0.75)
N (0.96, 0.28, -1.40)
C (1.28, -0.68, -2.42)
H (1.21, -0.94, 0.84)
H (0.72, -0.44, 2.30)
H (-0.12, 1.56, 0.95)
H (-2.41, 0.51, 0.79)
H (-1.59, -1.00, 1.44)
H (-1.01, 1.18, 2.97)
H (-0.84, 1.21, -1.19)
H (-0.89, -0.56, -1.04)
H (1.72, 0.41, -0.71)
H (0.79, -0.41, -3.34)
H (0.85, -1.65, -2.11)
H (2.36, -0.82, -2.52)

## Properties
Energy relative to the best compared isomer or geometry (same formula, charge and spin) = 1.389 eV
LUMO level (alpha / beta) = -0.11544 / -0.29636 Eh
Expectation value of S² = 0.75
Spin multiplicity = 2
Total charge = +1
Kohn-Sham gap (alpha / beta) = 0.3993 / 0.2180 Eh
Highest occupied orbital energy (alpha / beta) = -14.0 / -14.0 eV

Mulliken atomic charge list, values in e, 4 entries: -0.66 0.25 -0.55 -0.50

=====

Entry 8:
Formula: C4H12N2O
Source: the Open Molecules 2025 dataset
Level of theory: wB97M-V/def2-TZVPD

Positions of all 19 atoms, in Å:
C (1.87, 0.11, -0.18)
O (2.70, 0.43, -1.26)
C (0.40, 0.10, -0.71)
C (-0.47, -0.48, 0.44)
C (-1.85, 0.24, 0.63)
N (-2.05, 0.50, 2.03)
N (0.33, -0.69, -1.87)
H (2.09, -0.91, 0.18)
H (2.01, 0.78, 0.65)
H (3.58, 0.02, -1.17)
H (0.09, 1.13, -0.90)
H (-0.56, -1.57, 0.37)
H (0.05, -0.26, 1.37)
H (-1.90, 1.10, -0.03)
H (-2.62, -0.46, 0.30)
H (-3.01, 0.39, 2.33)
H (-1.75, 1.42, 2.31)
H (0.61, -1.66, -1.76)
H (0.49, -0.18, -2.73)

## Properties
Energy relative to the best compared isomer or geometry (same formula, charge and spin) = 1.285 eV
LUMO level (alpha / beta) = -0.11401 / -0.30289 Eh
Expectation value of S² = 0.76
Spin multiplicity = 2
Total charge = +1
Kohn-Sham gap (alpha / beta) = 0.3720 / 0.1756 Eh
Highest occupied orbital energy (alpha / beta) = -13.2 / -13.0 eV

Mulliken atomic charge list, values in e, 4 entries: -0.76 -0.49 0.24 -0.84

=====

Entry 9:
Formula: C4H12N2O
Source: the Open Molecules 2025 dataset
Level of theory: wB97M-V/def2-TZVPD

Positions of all 19 atoms, in Å:
N (-1.89, 1.97, -0.20)
C (-0.40, 1.46, 0.03)
C (-0.31, 0.01, 0.46)
C (0.82, -0.74, -0.25)
N (1.80, -1.38, 0.76)
C (0.30, -1.88, -1.15)
O (-0.85, -2.21, -1.10)
H (-2.58, 1.38, 0.27)
H (-2.13, 1.95, -1.19)
H (-1.85, 2.94, 0.13)
H (0.14, 1.74, -0.87)
H (-0.09, 2.21, 0.75)
H (-0.16, 0.08, 1.55)
H (-1.25, -0.54, 0.50)
H (1.44, -0.12, -0.91)
H (2.34, -0.68, 1.29)
H (2.45, -2.04, 0.35)
H (1.22, -1.86, 1.45)
H (1.01, -2.30, -1.88)

## Properties
Energy relative to the best compared isomer or geometry (same formula, charge and spin) = 0.783 eV
LUMO level = -0.27720 Eh
SMILES = [NH3+]CC[C@@H]([NH3+])C=O
Total charge = +2
Kohn-Sham gap = 0.3979 Eh
Highest occupied orbital energy = -18.4 eV

Mulliken atomic charge list, values in e, 4 entries: -0.34 -0.64 -1.00 -0.10

=====

Entry 10:
Formula: C4H12N2O2
Source: the Open Molecules 2025 dataset
Level of theory: wB97M-V/def2-TZVPD

Positions of all 20 atoms, in Å:
C (-0.25, -1.26, 1.14)
C (1.00, -1.06, 0.21)
C (0.81, 0.29, -0.38)
C (-0.49, 0.61, -1.07)
N (-0.87, -0.12, -2.14)
O (-1.18, 1.58, -0.71)
N (2.18, -1.43, 0.95)
H (-0.41, -0.29, 1.70)
H (-0.16, -1.99, 1.94)
H (-1.19, -1.26, 0.58)
H (0.79, -1.76, -0.66)
H (1.08, 1.03, 0.37)
H (1.53, 0.58, -1.22)
H (-1.47, 0.11, -2.95)
H (-0.27, -0.89, -2.47)
H (2.35, -0.78, 1.71)
H (3.01, -1.56, 0.38)
H (-1.95, 2.24, 1.42)
H (-2.00, 3.09, 0.20)
O (-2.51, 2.88, 0.99)

## Properties
Energy relative to the best compared isomer or geometry (same formula, charge and spin) = 1.389 eV
LUMO level (alpha / beta) = 0.14244 / 0.13698 Eh
Expectation value of S² = 0.75
Spin multiplicity = 2
Total charge = -1
Kohn-Sham gap (alpha / beta) = 0.1138 / 0.3561 Eh
Highest occupied orbital energy (alpha / beta) = 0.8 / -6.0 eV

Mulliken atomic charge list, values in e, 4 entries: -1.23 -0.21 -1.26 -1.70

=====

Entry 11:
Formula: C4H12N2O2
Source: the Open Molecules 2025 dataset
Level of theory: wB97M-V/def2-TZVPD

Positions of all 20 atoms, in Å:
C (0.82, 0.42, 1.48)
C (0.80, 0.87, 0.03)
C (2.20, 1.32, -0.42)
N (0.28, -0.06, -1.13)
O (-0.62, 0.36, -1.84)
H (-0.18, 0.19, 1.84)
H (1.23, 1.21, 2.12)
H (1.46, -0.45, 1.58)
H (0.16, 1.76, -0.04)
H (2.55, 2.15, 0.20)
H (2.19, 1.68, -1.44)
H (2.91, 0.49, -0.34)
C (-2.27, -0.92, 0.26)
N (-1.12, -1.71, -0.09)
O (-1.27, -2.32, -1.33)
H (-2.23, 0.10, -0.16)
H (-3.19, -1.36, -0.12)
H (-2.33, -0.87, 1.35)
H (-0.17, -1.24, 0.08)
H (-1.24, -1.61, -2.02)

## Properties
Energy relative to the best compared isomer or geometry (same formula, charge and spin) = 6.458 eV
LUMO level (alpha / beta) = -0.00686 / -0.00688 Eh
SMILES = CC(C)N=O.CNO
Kohn-Sham gap (alpha / beta) = 0.3139 / 0.3139 Eh
Highest occupied orbital energy (alpha / beta) = -8.7 / -8.7 eV

Mulliken atomic charge list, values in e, 4 entries: -1.48 0.74 -1.50 -0.12

=====

Entry 12:
Formula: C4H12N2O2
Source: the Open Molecules 2025 dataset
Level of theory: wB97M-V/def2-TZVPD

Positions of all 20 atoms, in Å:
C (-1.03, -1.71, 1.41)
C (-1.01, -0.20, 1.54)
N (0.06, 0.48, 0.80)
C (-0.35, 0.85, -0.55)
C (-0.20, -0.21, -1.63)
N (-1.25, -0.32, -2.50)
O (0.82, -0.83, -1.81)
H (-1.21, -2.21, 2.35)
H (-1.70, -2.12, 0.67)
H (-0.05, -2.07, 1.07)
H (-1.94, 0.28, 1.24)
H (-0.89, 0.05, 2.60)
H (0.82, -0.18, 0.65)
H (-1.35, 1.27, -0.60)
H (0.27, 1.67, -0.91)
H (-2.20, -0.02, -2.39)
H (-1.06, -0.84, -3.34)
O (2.68, 1.74, 2.19)
H (2.33, 1.67, 1.29)
H (1.85, 1.75, 2.69)

## Properties
Energy relative to the best compared isomer or geometry (same formula, charge and spin) = 1.345 eV
LUMO level = 0.02465 Eh
SMILES = CCNCC(N)=O.O
Kohn-Sham gap = 0.3669 Eh
Highest occupied orbital energy = -9.3 eV

Mulliken atomic charge list, values in e, 4 entries: -1.10 -0.34 -0.36 -0.68

=====

Entry 13:
Formula: C4H12N2O2
Source: the Open Molecules 2025 dataset
Level of theory: wB97M-V/def2-TZVPD

Positions of all 20 atoms, in Å:
C (1.30, -1.71, 0.54)
C (0.90, -0.36, 1.06)
O (0.87, -0.03, 2.24)
N (1.00, 0.68, 0.11)
C (1.36, 0.58, -1.28)
O (0.94, 1.97, 0.65)
H (2.34, -1.69, 0.21)
H (1.24, -2.42, 1.37)
H (0.66, -2.02, -0.28)
H (2.39, 0.22, -1.36)
H (1.28, 1.58, -1.71)
H (0.65, -0.08, -1.78)
H (0.78, 1.77, 1.60)
C (-2.61, 0.55, -0.45)
N (-1.55, -0.37, -0.01)
H (-3.44, 0.59, 0.27)
H (-2.16, 1.54, -0.43)
H (-2.91, 0.30, -1.47)
H (-1.93, -1.31, -0.05)
H (-1.13, 0.22, 0.77)

## Properties
Energy relative to the best compared isomer or geometry (same formula, charge and spin) = 3.950 eV
LUMO level = 0.03147 Eh
SMILES = CC(=O)N(C)O.CN
Kohn-Sham gap = 0.3390 Eh
Highest occupied orbital energy = -8.4 eV

Mulliken atomic charge list, values in e, 4 entries: -1.39 0.77 -0.70 0.33